[1]
{"formula": "C28H34CeClIN2OP2Si", "method": "wB97M-V/def2-TZVPD", "species": ["Ce", "C", "P", "C", "C", "C", "C", "C", "C", "C", "P", "C", "C", "H", "H", "H", "H", "H", "H", "H", "H", "H", "H", "H", "H", "H", "H", "H", "H", "Cl", "C", "C", "C", "I", "C", "O", "C", "N", "C", "C", "C", "C", "H", "H", "H", "H", "C", "Si", "C", "C", "N", "C", "C", "C", "C", "C", "C", "H", "H", "H", "H", "H", "H", "H", "H", "H", "H", "H", "H", "H", "H"], "xyz": [[-0.15, 0.30, 0.30], [-2.58, -3.01, -1.51], [-1.04, -2.01, -1.34], [-0.77, -1.52, -3.09], [0.23, -3.34, -1.13], [0.55, -4.21, -2.17], [1.57, -5.13, -2.03], [2.30, -5.18, -0.86], [1.96, -4.35, 0.20], [0.92, -3.44, 0.09], [0.34, -2.42, 1.50], [1.58, -2.73, 2.81], [-1.01, -3.53, 2.09], [-2.45, -3.76, -2.30], [-3.40, -2.34, -1.78], [-2.83, -3.51, -0.58], [-0.83, -2.36, -3.77], [0.21, -1.04, -3.18], [-1.55, -0.80, -3.35], [-0.01, -4.17, -3.10], [1.80, -5.80, -2.85], [3.11, -5.88, -0.76], [2.53, -4.42, 1.11], [2.57, -2.44, 2.47], [1.57, -3.78, 3.12], [1.32, -2.11, 3.66], [-0.65, -4.56, 2.15], [-1.86, -3.49, 1.41], [-1.34, -3.21, 3.07], [0.13, 6.56, -3.47], [-0.18, 4.97, -2.88], [-1.14, 4.19, -3.49], [-1.41, 2.92, -3.01], [-2.93, 1.74, -3.88], [-0.75, 2.34, -1.93], [-1.04, 1.16, -1.47], [0.28, 3.15, -1.32], [0.94, 2.59, -0.27], [1.82, 3.34, 0.38], [2.10, 4.67, 0.04], [1.48, 5.23, -1.04], [0.54, 4.47, -1.77], [-1.70, 4.58, -4.32], [2.33, 2.86, 1.21], [2.78, 5.24, 0.65], [1.67, 6.24, -1.35], [1.10, 1.84, 5.07], [0.31, 1.27, 3.44], [-1.11, -0.02, 3.75], [-0.69, 2.70, 2.59], [1.18, 0.55, 2.16], [2.50, 0.33, 1.87], [3.57, 0.56, 2.75], [4.87, 0.31, 2.37], [5.17, -0.20, 1.12], [4.14, -0.44, 0.23], [2.83, -0.18, 0.59], [0.35, 2.22, 5.76], [1.82, 2.63, 4.90], [1.60, 1.02, 5.56], [-1.87, 0.38, 4.41], [-0.74, -0.93, 4.21], [-1.60, -0.29, 2.80], [-1.50, 3.06, 3.21], [-1.14, 2.37, 1.63], [-0.06, 3.56, 2.38], [3.34, 0.95, 3.73], [5.67, 0.51, 3.07], [6.19, -0.40, 0.83], [4.36, -0.83, -0.76], [2.01, -0.39, -0.16]], "lowdin_charge": [1.16, -0.20, 0.88, -0.24, -0.37, -0.07, -0.04, -0.04, -0.07, -0.38, 0.88, -0.22, -0.20, 0.06, 0.06, 0.04, 0.06, 0.06, -0.03, 0.10, 0.12, 0.12, 0.10, 0.05, 0.07, 0.04, 0.07, 0.03, 0.05, 0.77, -0.58, -0.14, -0.58, 1.03, -0.41, -0.34, -0.12, 0.03, -0.09, 0.00, 0.03, -0.15, 0.11, 0.12, 0.12, 0.11, -0.14, 0.47, -0.15, -0.13, -0.24, -0.41, -0.01, -0.04, -0.05, -0.05, -0.09, 0.05, 0.04, 0.04, 0.05, 0.02, 0.01, 0.06, 0.01, 0.04, 0.10, 0.12, 0.12, 0.12, 0.06], "homo_lumo_gap_ev": [5.347, 5.338], "charge": 2, "relative_energy_kcal_mol": 35.9, "e_lumo_ev": [-7.92, -7.92], "multiplicity": 1}

***

[2]
{"formula": "CH7N5P", "method": "wB97M-V/def2-TZVPD", "species": ["C", "N", "N", "N", "N", "N", "P", "H", "H", "H", "H", "H", "H", "H"], "xyz": [[1.87, 0.14, -0.06], [2.44, -0.90, 0.18], [-0.77, -1.57, -0.21], [1.98, 1.46, -0.10], [-1.28, 1.04, -0.09], [-2.41, 0.68, 0.51], [-0.24, -0.03, -0.69], [2.12, -1.81, 0.55], [-1.41, -1.54, 0.57], [2.94, 1.75, -0.02], [1.40, 2.11, -0.62], [-3.18, 1.19, 0.11], [-0.87, -2.22, -0.95], [-2.59, -0.31, 0.82]], "nbo_charge": [0.53, -0.59, -1.17, -0.79, -0.50, -0.52, 1.13, 0.46, 0.40, 0.43, 0.44, 0.41, 0.43, 0.36], "smiles": "[H]/N=C(/N)P(N)#[N+]N", "homo_lumo_gap_ev": [7.252, 7.251], "charge": 1, "relative_energy_kcal_mol": 37.6, "e_lumo_ev": [-5.71, -5.71], "multiplicity": 1}

***

[3]
{"formula": "C3H9NS", "method": "wB97M-V/def2-TZVPD", "species": ["C", "C", "C", "S", "N", "H", "H", "H", "H", "H", "H", "H", "H", "H"], "xyz": [[-1.46, 0.32, 0.61], [-0.25, -0.59, 0.82], [1.06, 0.17, 0.65], [1.60, 0.32, -1.11], [-2.63, -0.51, 0.34], [-1.28, 1.01, -0.22], [-1.61, 0.94, 1.49], [-0.27, -0.87, 1.86], [-0.30, -1.45, 0.16], [1.84, -0.15, 1.33], [0.92, 1.22, 0.90], [2.61, -0.56, -1.00], [-2.47, -1.02, -0.51], [-3.49, 0.01, 0.29]], "nbo_charge": [-0.21, -0.42, -0.50, -0.07, -0.84, 0.16, 0.19, 0.21, 0.21, 0.23, 0.21, 0.12, 0.35, 0.36], "smiles": "NCCCS", "homo_lumo_gap_ev": 10.065, "charge": 0, "relative_energy_kcal_mol": 8.5, "e_lumo_ev": 0.98, "multiplicity": 1}

***

[4]
{"formula": "C5H9NO2", "method": "wB97M-V/def2-TZVPD", "species": ["C", "C", "C", "C", "C", "N", "O", "O", "H", "H", "H", "H", "H", "H", "H", "H", "H"], "xyz": [[0.68, 0.60, -0.54], [0.61, -0.36, 0.64], [0.17, -0.58, -0.78], [0.81, 1.95, -1.05], [1.97, -0.98, 0.98], [-3.56, -0.34, 0.70], [-4.73, -0.49, 0.64], [-2.87, -1.30, -0.17], [-1.87, -1.24, -0.15], [-0.17, -0.03, 1.45], [-0.51, -1.07, -1.47], [0.12, 2.69, -0.60], [0.66, 1.99, -2.11], [1.86, 2.38, -0.73], [2.35, -0.27, 1.75], [2.54, -0.86, 0.08], [1.95, -2.09, 1.34]], "nbo_charge": [0.06, -0.23, -0.28, -0.66, -0.62, 0.38, -0.25, -0.63, 0.49, 0.19, 0.22, 0.24, 0.23, 0.23, 0.21, 0.21, 0.21], "smiles": "CC1=C[C@H]1C.O=NO", "homo_lumo_gap_ev": 9.420, "charge": 0, "relative_energy_kcal_mol": 152.0, "e_lumo_ev": 0.09, "multiplicity": 1}

***

[5]
{"formula": "H60O30", "method": "wB97M-V/def2-TZVPD", "species": ["O", "O", "O", "O", "O", "O", "O", "O", "O", "O", "O", "O", "O", "O", "O", "O", "O", "O", "O", "O", "O", "O", "O", "O", "O", "O", "O", "O", "O", "O", "H", "H", "H", "H", "H", "H", "H", "H", "H", "H", "H", "H", "H", "H", "H", "H", "H", "H", "H", "H", "H", "H", "H", "H", "H", "H", "H", "H", "H", "H", "H", "H", "H", "H", "H", "H", "H", "H", "H", "H", "H", "H", "H", "H", "H", "H", "H", "H", "H", "H", "H", "H", "H", "H", "H", "H", "H", "H", "H", "H"], "xyz": [[-1.10, -0.84, -0.03], [0.86, 0.53, 1.45], [-1.59, 0.95, -2.07], [2.14, 2.37, -0.29], [0.81, -2.81, -0.02], [-2.34, 2.93, -0.45], [-2.92, -1.09, 2.13], [0.28, 1.29, -3.98], [-1.20, 3.10, 2.62], [2.72, 0.02, -3.18], [0.88, 3.60, -2.53], [-0.98, -3.53, 2.15], [3.53, 0.17, 2.29], [1.22, -3.02, -2.91], [-2.46, -3.70, -0.32], [1.20, 2.00, 3.93], [-4.45, -1.63, -1.59], [2.54, -2.89, 2.36], [3.60, -2.52, -1.61], [-0.90, -2.26, -4.48], [-4.60, 1.08, 2.21], [-2.12, 0.02, 4.74], [0.02, -5.00, -1.26], [4.71, 2.25, 0.64], [4.77, 1.56, -2.08], [-1.15, 5.51, -1.47], [-3.57, -1.82, -4.27], [5.43, -0.93, 0.33], [0.61, -0.74, 5.56], [-5.08, 3.38, 0.79], [-1.92, -0.93, 0.51], [-0.42, -0.36, 0.42], [0.51, 0.90, 2.30], [1.08, 1.23, 0.84], [-1.33, 0.37, -1.39], [-0.89, 1.02, -2.73], [3.03, 2.65, -0.03], [1.75, 2.98, -0.91], [0.08, -2.33, 0.37], [0.54, -3.72, 0.04], [-3.25, 2.97, -0.19], [-2.13, 2.22, -1.10], [-3.62, -0.39, 2.13], [-3.39, -1.97, 2.20], [-0.14, 1.08, -4.81], [1.11, 0.75, -3.87], [-1.57, 2.92, 1.75], [-1.11, 4.12, 2.60], [3.41, 0.45, -2.62], [2.89, -0.93, -3.04], [0.28, 4.24, -2.86], [0.69, 2.76, -2.97], [-1.63, -3.52, 1.49], [-0.86, -2.66, 2.56], [2.85, 0.58, 1.82], [3.56, 0.45, 3.25], [1.59, -3.94, -2.92], [0.91, -2.86, -2.04], [-1.61, -3.98, -0.66], [-2.71, -3.00, -0.93], [1.02, 1.88, 4.89], [0.43, 2.49, 3.51], [-4.66, -0.68, -1.55], [-5.16, -2.00, -1.06], [2.08, -2.63, 1.54], [3.04, -2.13, 2.69], [4.48, -2.03, -1.57], [3.22, -2.29, -0.72], [-1.83, -2.09, -4.19], [-0.37, -2.28, -3.66], [-4.97, 1.11, 3.11], [-4.23, 1.97, 2.08], [-1.23, 0.16, 5.03], [-2.12, -0.35, 3.82], [-0.18, -5.24, -2.24], [0.16, -5.83, -0.85], [4.62, 1.56, 1.33], [5.47, 2.79, 0.94], [4.73, 1.88, -1.16], [5.69, 1.42, -2.34], [-1.66, 6.26, -1.13], [-1.58, 4.70, -1.23], [-4.00, -1.46, -3.47], [-3.87, -1.33, -5.05], [6.17, -0.64, -0.27], [5.44, -0.30, 1.07], [0.69, 0.04, 6.13], [1.39, -0.76, 4.94], [-5.58, 3.19, 1.55], [-5.75, 3.49, 0.03]], "lowdin_charge": [-0.06, -0.05, -0.04, -0.04, -0.05, -0.07, -0.09, -0.06, -0.08, -0.07, -0.05, -0.02, -0.04, -0.05, -0.04, -0.10, -0.04, -0.08, -0.10, -0.11, -0.05, -0.07, -0.06, -0.06, -0.05, -0.06, -0.06, -0.07, -0.06, -0.06, 0.04, 0.00, 0.04, 0.01, -0.02, 0.00, 0.01, 0.01, 0.00, 0.01, -0.01, 0.01, 0.02, 0.10, 0.07, 0.06, 0.01, 0.11, 0.00, 0.03, 0.02, 0.00, -0.05, 0.05, -0.02, 0.10, 0.07, -0.03, 0.00, 0.01, 0.05, 0.03, 0.07, 0.06, -0.01, 0.01, 0.05, 0.05, -0.01, -0.01, 0.09, 0.03, -0.04, 0.01, 0.14, 0.05, 0.03, 0.10, 0.01, 0.05, 0.04, -0.02, 0.01, 0.07, 0.06, 0.01, 0.03, 0.08, 0.01, 0.12], "homo_lumo_gap_ev": 8.926, "charge": 0, "relative_energy_kcal_mol": 75.8, "e_lumo_ev": -0.42, "multiplicity": 1}

***

[6]
{"formula": "C2H6BrP", "method": "wB97M-V/def2-TZVPD", "species": ["C", "C", "P", "Br", "H", "H", "H", "H", "H", "H"], "xyz": [[-0.26, 1.46, 0.00], [-0.25, -1.41, -0.04], [0.63, -0.02, -0.92], [2.51, -0.01, 0.26], [-0.08, 2.27, -0.51], [-0.05, 1.45, 1.02], [-1.32, 1.34, 0.03], [0.34, -2.34, 0.02], [-1.03, -1.64, -0.75], [-0.51, -1.10, 0.89]], "nbo_charge": [-0.87, -0.92, 0.71, -0.26, 0.21, 0.22, 0.22, 0.24, 0.23, 0.22], "smiles": "CP(C)Br", "homo_lumo_gap_ev": 9.967, "charge": 0, "relative_energy_kcal_mol": 14.2, "e_lumo_ev": 0.89, "multiplicity": 1}

***

[7]
{"formula": "C30H31F6N2O20P", "method": "wB97M-V/def2-TZVPD", "species": ["C", "P", "C", "C", "C", "C", "C", "N", "C", "C", "N", "C", "C", "C", "C", "O", "O", "H", "H", "H", "H", "H", "H", "H", "H", "H", "H", "H", "H", "H", "C", "C", "O", "C", "O", "O", "F", "H", "H", "H", "C", "C", "O", "C", "O", "O", "F", "H", "H", "H", "C", "C", "O", "C", "O", "O", "F", "H", "H", "H", "C", "C", "O", "C", "O", "O", "F", "H", "H", "H", "C", "C", "O", "C", "O", "O", "F", "H", "H", "H", "C", "C", "O", "C", "O", "O", "F", "H", "H", "H"], "xyz": [[4.96, -2.82, 1.53], [4.06, -1.20, 1.57], [4.41, -0.65, -0.16], [2.30, -1.70, 1.42], [1.93, -3.05, 1.69], [0.64, -3.47, 1.58], [-0.35, -2.58, 1.17], [-1.63, -3.03, 1.00], [-2.49, -2.15, 0.58], [-2.14, -0.81, 0.31], [-0.94, -0.34, 0.50], [-0.01, -1.23, 0.93], [1.33, -0.79, 1.10], [1.63, 0.68, 0.94], [1.03, 1.45, 2.11], [1.49, 1.37, 3.22], [-0.03, 2.25, 1.82], [4.41, -3.59, 1.00], [5.88, -2.62, 0.98], [5.22, -3.14, 2.54], [4.39, 0.44, -0.25], [3.67, -1.07, -0.83], [5.39, -1.01, -0.46], [2.68, -3.76, 1.99], [0.37, -4.50, 1.78], [-3.51, -2.48, 0.42], [-2.90, -0.12, -0.05], [2.69, 0.85, 1.03], [1.25, 1.06, 0.00], [-0.75, 1.97, 2.40], [-4.55, 2.04, 3.47], [-5.10, 0.63, 3.39], [-3.97, -0.11, 2.95], [-2.85, 0.55, 3.36], [-1.76, 0.09, 3.36], [-3.17, 1.80, 3.78], [-6.10, 0.51, 2.48], [-4.63, 2.55, 2.51], [-5.01, 2.64, 4.25], [-5.44, 0.21, 4.34], [-8.90, 2.58, 0.39], [-10.06, 3.00, 1.27], [-9.39, 3.59, 2.38], [-8.19, 4.05, 1.94], [-7.49, 4.79, 2.55], [-7.90, 3.55, 0.73], [-10.80, 1.96, 1.70], [-8.55, 1.58, 0.67], [-9.12, 2.61, -0.67], [-10.72, 3.75, 0.82], [4.42, -6.13, -2.52], [3.46, -6.02, -1.35], [3.41, -4.62, -1.13], [3.70, -3.99, -2.30], [3.51, -2.84, -2.53], [4.22, -4.87, -3.18], [3.91, -6.63, -0.24], [5.45, -6.19, -2.17], [4.22, -6.95, -3.20], [2.45, -6.37, -1.56], [-8.56, 7.82, 3.08], [-7.30, 8.52, 2.60], [-7.48, 9.83, 3.09], [-8.29, 9.77, 4.19], [-8.45, 10.65, 4.97], [-8.87, 8.55, 4.27], [-7.21, 8.55, 1.25], [-9.37, 7.95, 2.36], [-8.42, 6.77, 3.29], [-6.38, 8.11, 3.01], [8.72, -4.13, -3.81], [7.60, -3.25, -4.32], [6.83, -4.15, -5.09], [7.00, -5.40, -4.57], [6.33, -6.34, -4.81], [8.05, -5.40, -3.72], [8.04, -2.26, -5.14], [9.54, -4.20, -4.52], [9.10, -3.83, -2.83], [6.98, -2.80, -3.54], [5.67, -0.22, -5.39], [4.98, -0.29, -4.04], [4.91, 1.07, -3.66], [4.89, 1.82, -4.80], [4.61, 2.97, -4.85], [5.25, 1.06, -5.86], [5.72, -0.97, -3.12], [6.75, -0.23, -5.26], [5.38, -1.00, -6.08], [3.97, -0.72, -4.05]], "lowdin_charge": [-0.30, 0.95, -0.29, -0.31, -0.08, -0.01, -0.21, 0.13, -0.12, -0.12, 0.15, -0.16, -0.16, -0.06, -0.49, 0.13, 0.07, 0.01, 0.03, 0.03, 0.03, 0.03, 0.02, 0.09, 0.11, 0.10, 0.11, 0.07, 0.13, 0.08, -0.04, -0.30, 0.12, -0.54, 0.19, 0.08, 0.07, 0.15, 0.14, 0.18, -0.04, -0.31, 0.14, -0.55, 0.16, 0.08, 0.08, 0.14, 0.14, 0.17, -0.05, -0.30, 0.12, -0.53, 0.17, 0.07, 0.08, 0.14, 0.14, 0.18, -0.05, -0.31, 0.13, -0.55, 0.19, 0.07, 0.07, 0.15, 0.11, 0.17, -0.04, -0.31, 0.14, -0.56, 0.18, 0.07, 0.07, 0.15, 0.14, 0.16, -0.05, -0.31, 0.13, -0.55, 0.19, 0.08, 0.05, 0.13, 0.14, 0.17], "smiles": "CP(C)c1ccc2nccnc2c1CC(=O)O.O=C1OC[C@@H](F)O1.O=C1OC[C@@H](F)O1.O=C1OC[C@@H](F)O1.O=C1OC[C@@H](F)O1.O=C1OC[C@@H](F)O1.O=C1OC[C@@H](F)O1", "homo_lumo_gap_ev": 7.904, "charge": 0, "e_lumo_ev": -0.04, "multiplicity": 1}

***

no.,DFT total energy (a.u.)
1,-3476.8969
2,-657.0908
3,-572.6266
4,-400.9346
5,-2293.2305
6,-2995.1628
7,-3716.7456